1.
Below is a 3-piece molecular cluster, C33H67BFIN2O6PS2 overall in a non-equilibrium geometry, with properties calculated with wB97M-V/def2-TZVPD.

Calculated values
LUMO energy	2.070	eV
net charge	-1
Kohn-Sham gap	6.99	eV
spin multiplicity	1

The geometry in XYZ format:
```
114
C33H67BFIN2O6PS2 (wB97M-V/def2-TZVPD)
C -1.0109 0.6884 4.8957
C -0.0793 0.4212 4.1685
C 0.7526 0.2169 2.9637
I 2.7622 0.9139 3.6730
O 0.9555 -1.1174 2.8215
P 1.3585 -1.4471 1.1318
N 2.2710 -2.9294 1.7181
F 1.8736 -1.9123 -0.4581
C -0.2056 -2.5050 1.0950
C -0.9413 -2.6259 -0.2575
C -1.6984 -3.9901 -0.2863
C -2.6675 -4.1781 0.8720
C -3.3489 -5.5850 0.8486
C -4.8768 -5.4974 0.7829
C -5.5786 -5.0656 2.1054
C -4.7919 -5.3366 3.3889
C -5.7199 -5.2758 4.6369
O 0.6081 0.0007 0.6147
C 0.2125 0.9208 1.6300
C -1.3223 0.8126 1.5223
C -1.9496 1.5531 0.3222
C -1.7762 0.9279 -1.0887
S -1.0712 2.2415 -2.2032
C 0.5794 1.7211 -2.7151
S 1.8286 1.9967 -1.7309
N 0.6788 1.1410 -3.9973
C 1.8847 0.3389 -4.1811
C 3.1115 1.0902 -4.7283
O 2.8090 2.0446 -5.7537
C 1.4859 1.9220 -6.2118
C 0.5555 2.1983 -5.0277
O 0.7693 2.1566 1.3341
B 0.3209 3.1970 2.1230
O -0.3681 4.2415 1.4878
O 0.5451 3.3134 3.4834
H -1.7042 1.0854 5.5914
H 2.6380 -0.8207 1.2005
H 3.2585 -2.7022 1.6294
H 2.1493 -3.6861 1.0498
H -0.9160 -2.1272 1.8321
H 0.0219 -3.5197 1.4251
H -1.7289 -1.8769 -0.4068
H -0.2865 -2.6429 -1.1307
H -2.2126 -4.1349 -1.2460
H -0.9390 -4.7821 -0.2197
H -3.4871 -3.4460 0.8337
H -2.2091 -4.0791 1.8575
H -3.0050 -6.1040 -0.0560
H -2.9853 -6.1978 1.6764
H -5.3236 -6.4283 0.4213
H -5.1108 -4.7291 0.0356
H -6.4998 -5.6614 2.1793
H -5.8982 -4.0217 2.0484
H -4.0162 -4.5740 3.5033
H -4.3491 -6.3344 3.4043
H -5.0950 -5.1387 5.5195
H -6.2574 -6.2254 4.6868
H -6.4342 -4.4589 4.5148
H -1.7746 1.2594 2.4230
H -1.6436 -0.2268 1.5058
H -3.0292 1.5850 0.5251
H -1.6466 2.5986 0.2630
H -2.7568 0.7264 -1.5213
H -1.1623 0.0319 -1.1254
H 2.1472 -0.2382 -3.2960
H 1.6316 -0.4149 -4.9388
H 3.7144 1.5864 -3.9692
H 3.7668 0.3275 -5.1830
H 1.2816 0.9481 -6.6769
H 1.2715 2.6861 -6.9622
H -0.4821 2.3299 -5.3565
H 0.8556 3.1508 -4.5707
H -1.1617 4.3697 2.0202
H -0.2486 3.1748 4.0099
C 0.3861 8.3751 1.9747
C -0.0515 7.3963 3.0595
C -1.5589 7.4020 3.3057
C -2.1325 8.7284 3.8072
C -1.5154 9.2518 5.1031
C -1.7304 8.3230 6.2940
H 0.1582 9.4088 2.2448
H 1.4632 8.3080 1.8150
H -0.1085 8.1510 1.0273
H 0.4884 7.6109 3.9865
H 0.2452 6.3897 2.7596
H -1.8014 6.6075 4.0197
H -2.0711 7.1334 2.3753
H -3.2114 8.6076 3.9531
H -2.0204 9.4908 3.0308
H -1.9650 10.2225 5.3325
H -0.4460 9.4349 4.9694
H -2.7957 8.1626 6.4753
H -1.2971 8.7551 7.1979
H -1.2598 7.3513 6.1377
C 5.9763 -3.9504 -6.7867
C 5.6018 -4.9707 -5.7159
C 4.1080 -4.9914 -5.3962
C 3.5503 -3.6876 -4.8232
C 4.2262 -3.1994 -3.5422
C 4.0658 -4.1647 -2.3802
H 5.7495 -2.9314 -6.4698
H 7.0459 -3.9970 -7.0007
H 5.4385 -4.1477 -7.7170
H 6.1824 -4.7803 -4.8095
H 5.8954 -5.9655 -6.0641
H 3.9088 -5.8103 -4.6990
H 3.5529 -5.2354 -6.3087
H 2.4817 -3.8235 -4.6281
H 3.6172 -2.8988 -5.5800
H 3.7812 -2.2422 -3.2577
H 5.2871 -3.0004 -3.7239
H 3.0086 -4.3297 -2.1654
H 4.5316 -3.7602 -1.4812
H 4.5333 -5.1316 -2.5835
```

Mulliken population analysis, charges in e, atoms 1 to 8: number 1, C, carries -0.232; number 2, C, carries -0.467; number 3, C, carries -0.328; number 4, I, carries -0.057; number 5, O, carries -0.630; number 6, P, carries 1.021; number 7, N, carries -1.131; number 8, F, carries -0.348

***

2.
Below is C2H3CsFO as an isolated structure in a non-equilibrium geometry, with properties calculated with wB97M-V/def2-TZVPD.

Calculated values
LUMO energy (spin up / spin down)	-0.289 / -2.198	eV
Kohn-Sham gap (spin up / spin down)	7.76 / 5.85	eV
ΔE to the lowest compared entry with this formula, charge and spin	0.3	kcal/mol
spin multiplicity	2
⟨S²⟩	0.7681

The geometry in XYZ format:
```
8
C2H3CsFO (wB97M-V/def2-TZVPD)
C -1.6743 0.2978 0.4015
C -0.6020 0.3212 1.3367
O 0.5879 0.2221 1.0029
F 3.1391 -1.4868 -3.9136
H -1.4654 0.3320 -0.6690
H -0.8427 0.5384 2.3919
Cs 3.5582 -0.5913 -1.3149
H -2.7009 0.3667 0.7645
```

From a Mulliken analysis of the wavefunction, the atomic charges in e read: number 1, C, carries -0.621; number 2, C, carries 0.229; number 3, O, carries -0.492; number 4, F, carries -0.930; number 5, H, carries 0.293; number 6, H, carries 0.311; number 7, Cs, carries 0.923; number 8, H, carries 0.288

***

3.
Below is a 2-piece molecular cluster, C4H10O overall, with properties calculated with wB97M-V/def2-TZVPD.

Calculated values
LUMO energy	0.950	eV
Kohn-Sham gap	10.95	eV
SMILES	C=CCO.C
ΔE to the lowest compared entry with this formula, charge and spin	32.7	kcal/mol
spin multiplicity	1

The geometry in XYZ format:
```
15
C4H10O (wB97M-V/def2-TZVPD)
C 0.4811 -2.7329 -0.7817
C -0.0741 -1.5307 -0.6602
C 0.1296 -0.6331 0.4997
O 0.5792 0.6480 0.0252
H 0.3571 -3.3143 -1.6839
H 1.0927 -3.1075 0.0309
H -0.6043 -1.0778 -1.4943
H -0.7717 -0.4693 1.1020
H 0.8882 -1.0765 1.1604
H 1.2139 0.9496 0.6687
C -0.9598 3.1942 0.5796
H -0.0356 3.1403 0.0145
H -0.9484 4.0573 1.2423
H -1.0686 2.2871 1.1650
H -1.8026 3.2735 -0.1027
```

natural (NBO) population analysis, charges in e, atoms 1 to 8: number 1, C, carries -0.386; number 2, C, carries -0.189; number 3, C, carries -0.107; number 4, O, carries -0.720; number 5, H, carries 0.204; number 6, H, carries 0.189; number 7, H, carries 0.204; number 8, H, carries 0.172